(1)
ORCA calculation (ωB97M-V/def2-TZVPD) on C40H40N3Ru as an isolated structure in a non-equilibrium geometry.

Computed properties:
net charge	+1
spin multiplicity	5
energy above the lowest of the compared OMol25 structures with the same formula, charge and spin	29.2	kJ/mol
lowest unoccupied orbital energy (alpha / beta)	-2.6519 / -4.8344	eV
gap between HOMO and LUMO (alpha / beta)	6.8 / 6.1	eV

```
84
Properties=species:S:1:pos:R:3:forces:R:3
Ru -0.358 0.398 -0.325 0.98 -0.17 1.11
C -0.941 3.526 1.077 0.05 -0.15 0.09
C -0.622 2.735 2.320 0.27 -0.12 -0.22
C -1.172 3.116 3.534 0.02 -0.05 0.03
C -0.865 2.428 4.698 -0.04 0.04 0.03
C -0.005 1.348 4.651 0.03 -0.06 0.06
C 0.571 0.932 3.455 -0.05 -0.07 -0.21
C 1.460 -0.283 3.439 -0.05 0.08 0.07
C 0.264 1.636 2.285 -0.16 0.37 0.52
N 0.813 1.246 1.035 -0.17 -0.04 -0.48
C 2.068 1.513 0.641 -0.03 0.06 0.21
C 3.088 2.140 1.539 -0.05 -0.08 -0.04
C 2.321 1.251 -0.712 -0.09 -0.25 -0.36
C 3.693 1.331 -1.304 -0.03 0.14 0.06
N 1.239 0.879 -1.439 0.12 0.08 0.34
C 1.234 1.065 -2.848 0.12 0.01 -0.69
C 1.107 -0.011 -3.741 0.06 0.02 0.31
C 0.956 -1.436 -3.276 0.05 0.10 -0.08
C 1.132 0.243 -5.108 -0.03 0.04 -0.09
C 1.284 1.526 -5.599 -0.01 0.01 0.00
C 1.376 2.588 -4.715 -0.01 0.00 -0.05
C 1.339 2.382 -3.345 -0.15 -0.09 0.24
C 1.346 3.567 -2.413 0.05 -0.10 -0.05
H -1.822 4.146 1.231 0.02 0.02 0.01
H -1.142 2.880 0.215 -0.01 0.04 -0.01
H -0.104 4.175 0.810 -0.01 0.00 -0.08
H -1.843 3.965 3.567 -0.01 -0.01 -0.01
H -1.295 2.737 5.641 0.00 0.00 0.00
H 0.235 0.808 5.560 0.00 0.01 0.00
H 2.046 -0.335 4.357 0.01 -0.02 0.00
H 2.143 -0.281 2.593 0.03 -0.01 0.07
H 0.853 -1.190 3.382 0.04 -0.03 -0.05
H 2.663 2.358 2.515 0.04 0.01 0.01
H 3.451 3.071 1.100 0.02 0.00 0.02
H 3.953 1.486 1.671 0.00 0.00 0.01
H 4.344 0.593 -0.828 0.00 0.00 0.01
H 4.150 2.310 -1.141 0.00 0.01 -0.04
H 3.666 1.126 -2.371 0.03 0.03 -0.01
H 0.998 -1.512 -2.196 0.00 -0.07 0.05
H 1.749 -2.060 -3.689 -0.02 -0.01 -0.01
H 0.004 -1.842 -3.627 0.01 -0.06 0.07
H 1.035 -0.587 -5.798 0.02 -0.02 0.03
H 1.313 1.703 -6.666 0.00 -0.01 0.00
H 1.461 3.599 -5.094 -0.01 0.00 0.02
H 0.915 4.436 -2.908 0.04 0.02 -0.01
H 2.358 3.830 -2.098 -0.01 0.02 0.04
H 0.759 3.353 -1.520 0.01 0.09 0.05
C 3.171 -5.644 -0.716 0.05 0.01 0.04
C 1.807 -5.552 -0.962 -0.05 -0.04 -0.05
C 1.107 -4.408 -0.624 -0.01 0.05 -0.04
C 1.762 -3.337 -0.002 0.00 -0.16 0.14
C 3.140 -3.449 0.245 -0.08 0.04 0.01
C 3.839 -4.584 -0.116 0.01 -0.04 0.00
C 1.123 -2.094 0.372 0.31 0.04 0.06
C -0.111 -1.608 0.073 -0.23 1.23 -0.27
C -1.393 -2.064 -0.269 -0.20 -0.29 -0.07
C -2.059 -3.244 0.074 0.01 -0.03 -0.04
C -3.370 -3.425 -0.296 0.14 -0.14 0.11
C -4.036 -2.460 -1.119 0.00 0.23 -0.14
C -3.483 -1.272 -1.429 -0.01 0.00 -0.28
C -2.195 -0.885 -0.799 0.03 -0.28 0.14
H 3.714 -6.539 -0.991 -0.02 -0.01 0.00
H 1.286 -6.383 -1.420 0.01 0.02 -0.04
H 0.053 -4.339 -0.856 0.05 -0.02 0.01
H 3.657 -2.622 0.718 0.00 -0.01 0.01
H 4.902 -4.647 0.075 -0.01 -0.01 0.00
H 1.794 -1.396 0.867 -0.02 0.04 -0.21
H -1.520 -4.001 0.630 -0.10 -0.03 0.02
H -3.894 -4.330 -0.023 0.02 0.00 0.00
H -5.008 -2.711 -1.523 0.01 0.00 -0.02
H -3.970 -0.589 -2.111 -0.02 0.03 0.03
H -1.520 -0.305 -1.591 -0.66 -0.51 -0.28
N -2.204 0.024 0.364 -0.36 0.06 -0.26
C -3.286 0.410 1.101 -0.19 0.09 0.32
C -4.557 0.708 0.567 0.04 -0.08 -0.08
C -5.603 1.033 1.405 0.00 0.02 -0.01
C -5.423 1.066 2.784 0.06 0.03 -0.05
C -4.165 0.813 3.320 -0.09 0.01 0.12
C -3.104 0.506 2.496 0.19 -0.02 -0.11
H -4.708 0.736 -0.500 0.01 -0.06 -0.04
H -6.568 1.270 0.977 0.00 0.01 0.02
H -6.257 1.303 3.431 0.02 0.01 0.02
H -4.016 0.854 4.391 0.02 -0.01 -0.01
H -2.128 0.278 2.905 0.00 0.06 0.00
```
Positions in Å, forces in eV/Å.



(2)
ORCA calculation (ωB97M-V/def2-TZVPD) on C40H41BrI2N9O3SeY as an isolated structure.

Computed properties:
lowest unoccupied orbital energy	-0.0323	eV
gap between HOMO and LUMO	7.5	eV

```
98
Properties=species:S:1:pos:R:3:forces:R:3
Y -0.814 0.406 0.361 -0.11 -0.27 0.14
I 2.986 5.844 4.163 0.00 -0.01 0.00
C 2.232 4.455 2.801 -0.01 -0.11 -0.04
C 1.337 4.866 1.824 -0.01 0.13 0.00
C 0.842 3.948 0.910 0.17 0.03 0.15
I -0.664 4.452 -0.428 -0.01 0.07 -0.07
C 1.261 2.613 0.939 -0.04 -0.19 0.04
O 0.846 1.710 0.082 -0.24 0.43 -0.28
C 2.096 2.198 1.993 -0.09 0.09 -0.05
C 2.269 0.717 2.116 -0.03 -0.02 0.08
N 0.945 0.066 2.380 0.00 0.04 -0.05
C 0.432 0.434 3.709 -0.05 -0.02 -0.01
C -0.962 1.024 3.755 0.02 0.06 0.00
C -1.588 1.121 4.992 0.01 0.01 0.00
C -2.782 1.811 5.096 0.00 0.00 -0.01
C -3.314 2.399 3.960 0.01 -0.01 -0.01
C -2.654 2.225 2.758 0.00 -0.03 0.01
N -1.512 1.532 2.645 0.26 -0.22 -0.10
C 2.589 3.114 2.905 0.01 0.05 0.02
H 1.015 5.898 1.787 -0.01 -0.03 -0.02
H 2.972 0.481 2.923 0.00 -0.03 -0.01
H 2.651 0.291 1.191 -0.01 0.02 -0.03
H 1.129 -0.932 2.366 0.00 0.00 0.02
H 1.082 1.205 4.130 0.03 0.01 0.02
H 0.487 -0.409 4.403 -0.03 -0.03 -0.03
H -1.125 0.671 5.862 -0.01 0.01 0.00
H -3.284 1.899 6.051 0.01 0.00 0.00
H -4.232 2.968 3.989 0.00 -0.01 0.00
H -3.051 2.627 1.836 -0.02 0.02 0.00
H 3.240 2.785 3.707 -0.01 -0.01 -0.01
O -2.021 -1.785 -3.347 -0.01 -0.03 -0.09
C -1.512 -0.989 -4.316 0.00 -0.01 0.00
C -2.021 -1.109 -5.606 0.01 -0.01 0.02
C -1.539 -0.304 -6.623 -0.02 -0.03 -0.01
C -0.548 0.636 -6.373 0.02 0.03 -0.04
C -0.051 0.759 -5.085 0.00 0.03 0.03
C -0.512 -0.046 -4.051 -0.01 0.00 0.03
C 0.071 0.130 -2.664 0.19 0.07 -0.05
O -0.735 -0.296 -1.645 -0.24 0.00 0.41
N 1.339 -0.629 -2.608 0.06 -0.20 -0.03
N 1.834 -0.951 -1.415 0.12 0.06 0.12
C 3.096 -1.141 -1.312 -0.14 0.08 -0.21
C 3.736 -1.622 -0.102 0.15 0.01 0.16
Br 2.706 -2.798 0.995 0.05 -0.05 0.01
C 4.993 -1.366 0.270 -0.11 -0.04 0.06
C 5.869 -0.386 -0.392 0.05 0.06 -0.07
C 5.386 0.849 -0.834 0.02 -0.05 0.01
C 6.235 1.762 -1.440 -0.03 0.02 0.00
C 7.578 1.459 -1.610 0.02 0.01 -0.01
C 8.073 0.242 -1.160 0.01 -0.01 0.01
C 7.227 -0.670 -0.549 -0.02 0.02 0.00
H -1.677 -1.426 -2.501 0.01 0.02 0.01
H -2.812 -1.826 -5.783 0.01 0.01 0.01
H -1.956 -0.399 -7.618 0.01 0.00 0.01
H -0.183 1.276 -7.165 -0.01 -0.01 0.02
H 0.696 1.517 -4.865 -0.01 -0.02 0.00
H 0.310 1.199 -2.531 0.05 0.01 -0.02
H 2.007 -0.411 -3.343 0.00 0.03 0.02
H 3.774 -0.939 -2.145 -0.03 -0.04 -0.05
H 5.406 -1.897 1.120 0.00 -0.01 -0.02
H 4.342 1.099 -0.682 0.01 0.02 0.00
H 5.847 2.717 -1.770 0.01 -0.01 0.01
H 8.240 2.173 -2.083 -0.01 -0.01 0.01
H 9.121 0.003 -1.284 -0.01 0.00 0.00
H 7.617 -1.617 -0.196 -0.01 0.01 0.00
C -1.980 -2.610 0.237 -0.05 0.04 -0.01
N -2.543 -3.904 0.571 -0.03 -0.01 0.00
C -1.600 -4.624 1.423 -0.01 0.02 0.00
N -1.327 -3.894 2.666 0.01 0.01 0.03
C -0.785 -2.591 2.323 0.01 -0.06 -0.10
N -1.693 -1.782 1.463 -0.06 -0.23 -0.01
C -2.987 -1.656 2.215 0.06 0.04 -0.03
N -3.551 -2.949 2.557 -0.04 -0.02 0.03
C -3.787 -3.695 1.316 0.05 0.00 0.00
C -2.596 -3.693 3.372 0.02 0.01 -0.04
H -2.685 -2.051 -0.382 0.00 0.01 0.00
H -1.048 -2.742 -0.318 0.02 -0.01 0.02
H -0.663 -4.767 0.880 0.00 0.01 0.00
H -2.013 -5.603 1.671 -0.01 0.00 0.01
H 0.155 -2.738 1.787 -0.06 0.04 0.03
H -0.608 -2.039 3.249 0.02 0.03 0.00
H -3.690 -1.111 1.590 -0.01 0.03 -0.02
H -2.795 -1.085 3.127 0.00 -0.01 0.01
H -4.487 -3.139 0.692 0.00 0.01 0.00
H -4.223 -4.665 1.560 0.01 0.00 0.01
H -3.019 -4.666 3.626 0.00 -0.01 -0.01
H -2.406 -3.142 4.296 0.00 0.01 0.00
Se -3.609 0.880 -0.137 0.10 0.14 -0.04
C -3.814 1.078 -2.024 -0.02 0.03 -0.12
C -2.956 1.842 -2.807 0.01 0.04 0.05
C -3.225 1.997 -4.160 0.01 -0.01 0.03
N -4.268 1.451 -4.780 -0.01 0.01 -0.01
C -5.079 0.710 -4.027 0.01 0.00 0.01
C -4.902 0.497 -2.670 -0.02 -0.04 0.03
H -2.087 2.325 -2.376 -0.02 -0.01 0.00
H -2.554 2.588 -4.775 -0.02 -0.01 -0.01
H -5.928 0.260 -4.533 0.02 0.01 -0.01
H -5.611 -0.112 -2.124 0.02 0.00 0.02
```
Positions in Å, forces in eV/Å.